No. 1
The following is a quantum chemistry calculation of the molecule C8H14O at a distorted geometry, from OMol25.

Last column: Mulliken charge in e.
CARTESIAN COORDINATES (ANGSTROEM)
C -2.0861 0.1597 -0.0119  -0.94
C -1.3589 1.5264 0.0001  -0.53
C 0.0094 0.8833 0.1678  -0.14
C 1.4800 1.3304 -0.0150  -0.47
C 2.2517 -0.0109 0.1338  -1.15
C 1.2226 -1.2208 -0.3600  -0.70
C -0.0208 -1.3301 0.5685  0.30
C -1.3256 -1.2953 -0.2815  -1.00
H -2.3453 -0.0146 1.0064  0.35
H -3.0452 0.0960 -0.4250  0.61
H -1.6891 2.0473 0.9214  0.32
H -1.1748 2.3297 -0.9092  0.25
H -0.2854 0.4428 -0.8535  0.22
H 1.7458 1.5540 -1.1290  0.26
H 1.6902 2.1171 0.7490  0.28
H 3.1591 -0.0683 -0.4049  0.50
H 2.4724 0.0460 1.0832  0.50
H 1.8299 -2.0636 -0.1471  0.45
H 1.1013 -0.8707 -1.4752  0.25
H -0.1740 -2.2331 1.2252  0.43
H -1.2853 -1.5278 -1.3114  0.40
H -2.2009 -1.8180 0.2110  0.35
O 0.0290 -0.0796 1.2573  -0.53

Summary:
Electronic energy in eV: -10565.622
LUMO in eV: 1.0
SMILES string: C1C[C@H]2CCC[C@H](C1)O2
Maximum force in eV Å⁻¹: 5.50
Charge: 0
Frontier orbital gap in eV: 10.512
M in g/mol: 126.20



No. 2
The following is a quantum chemistry calculation of the molecule C8H14O2 at a distorted geometry, from OMol25.

Last column: Mulliken charge in e.
CARTESIAN COORDINATES (ANGSTROEM)
C -0.6756 0.6473 -0.0386  1.06
C 0.2241 -0.6814 0.2774  1.07
C 0.2374 0.2366 -1.1103  -0.14
C -0.5568 1.9078 0.7715  -1.57
C 0.1261 -2.1519 -0.0644  -1.67
C 1.2886 -0.4452 1.3210  -1.75
C 1.3684 1.1074 -1.5786  -1.63
C -1.8716 -0.2095 0.2861  0.42
O -2.3578 -0.8963 -0.8082  -0.47
O -2.6218 0.0610 1.2179  -0.67
H -3.2932 -1.0797 -0.6247  0.33
H -0.2362 -0.3414 -1.8953  0.43
H 0.4341 2.3500 0.7013  0.36
H -1.3521 2.5785 0.4464  0.34
H -0.7178 1.7356 1.8344  0.43
H 1.0720 -1.0551 2.1985  0.43
H -0.1957 -2.6941 0.8267  0.41
H 1.0966 -2.5516 -0.3594  0.42
H -0.5893 -2.3419 -0.8572  0.36
H 1.3992 0.5778 1.6610  0.37
H 2.2687 -0.7419 0.9450  0.37
H 1.8893 1.5888 -0.7555  0.34
H 0.9868 1.8873 -2.2398  0.36
H 2.0764 0.5118 -2.1554  0.39

Summary:
Electronic energy in eV: -12616.351
LUMO in eV: 0.8
SMILES string: C[C@H]1C(C)(C)[C@]1(C)C(=O)O
Maximum force in eV Å⁻¹: 5.36
Charge: 0
Frontier orbital gap in eV: 9.155
M in g/mol: 142.20



No. 3
The following is a quantum chemistry calculation of the molecule C8H14O4S3 at a distorted geometry, from OMol25.

Last column: Mulliken charge in e.
CARTESIAN COORDINATES (ANGSTROEM)
O 1.0524 2.5514 -2.4887  -0.64
O 3.2959 1.7274 -3.0352  -0.69
O -2.0417 1.3191 2.1733  -0.68
O -3.5347 -0.5349 2.6722  -0.70
S 0.7724 -1.6921 0.0887  -0.17
C 1.8427 1.0225 0.3762  -0.96
C -2.0508 -1.6564 -0.1333  -1.29
C 0.9172 0.0604 -0.5191  0.17
C -0.8651 -1.9228 0.8132  0.17
C 2.7235 1.9619 -0.5826  -0.52
C -2.7360 -0.3372 0.1083  -0.56
C 1.6452 -0.0511 -1.9250  -0.93
C -1.0096 -1.1587 2.0701  -0.70
S 2.1451 1.6732 -2.1725  1.17
S -2.3805 -0.0730 1.8325  1.24
H 1.2601 1.6424 1.0422  0.33
H 2.4523 0.3794 0.9815  0.38
H -1.8176 -1.8668 -1.1628  0.38
H -2.8316 -2.3215 0.0308  0.56
H -0.0423 0.5603 -0.6892  0.15
H -0.9045 -3.0317 1.0387  0.36
H 3.8465 1.8690 -0.5434  0.34
H 2.4069 3.0076 -0.3390  0.33
H -2.3062 0.5464 -0.3863  0.34
H -3.8803 -0.2978 -0.0728  0.43
H 0.9671 -0.2918 -2.6987  0.49
H 2.5570 -0.7249 -1.8713  0.37
H -1.3407 -1.8438 2.9822  0.34
H -0.1424 -0.5166 2.4100  0.31

Summary:
Electronic energy in eV: -49216.392
LUMO in eV: 0.1
SMILES string: O=S1(=O)CC[C@@H](S[C@H]2CCS(=O)(=O)C2)C1
Maximum force in eV Å⁻¹: 6.47
Charge: 0
Frontier orbital gap in eV: 9.784
M in g/mol: 270.40



No. 4
The following is a quantum chemistry calculation of the molecule C8H14OS2 at a distorted geometry, from OMol25.

Last column: Mulliken charge in e.
CARTESIAN COORDINATES (ANGSTROEM)
C -0.6127 -2.7394 -0.3325  -0.38
C 0.4609 -2.5260 0.6760  -0.71
C -0.8120 0.5354 0.9752  -1.48
C 0.9356 -0.0885 -0.7534  -0.61
C -1.2766 -1.5883 -0.8525  -0.56
C 0.2121 0.9748 -0.0675  1.82
C 1.3036 1.8731 0.7452  -1.59
C -0.5439 1.8696 -1.0342  -1.81
O -3.1111 0.1577 -0.2559  -0.65
S 1.7574 -1.3509 -0.1397  -0.18
S -2.0932 -0.6593 0.4330  0.39
H -0.1572 -3.5519 -1.1048  0.25
H -1.4502 -3.3189 0.1561  0.31
H 0.2250 -2.1604 1.7069  0.31
H 0.9967 -3.4473 0.8138  0.47
H -0.4131 0.3507 1.9813  0.44
H -1.4338 1.3755 1.1300  0.68
H 1.0086 0.1791 -1.8299  0.35
H -1.6744 -1.4899 -1.8429  0.51
H 1.8057 1.1603 1.3170  0.52
H 0.8771 2.6753 1.3747  0.33
H 1.8764 2.2361 -0.1439  0.40
H 0.2349 2.4255 -1.5818  0.49
H -1.1542 2.6537 -0.5435  0.36
H -1.2214 1.4633 -1.7808  0.34

Summary:
Electronic energy in eV: -32236.340
LUMO (spin up / spin down) in eV: -0.4 / -0.3
Maximum force in eV Å⁻¹: 4.25
Charge: 0
Frontier orbital gap (spin up / spin down) in eV: 7.567 / 7.402
M in g/mol: 190.33



No. 5
The following is a quantum chemistry calculation of a 2-piece molecular cluster, C8H14OSi overall at a distorted geometry, from OMol25.

Last column: Mulliken charge in e.
CARTESIAN COORDINATES (ANGSTROEM)
C -1.8820 2.3005 0.3327  -0.75
C 2.8212 1.9603 1.3808  -0.55
C -2.2711 -0.6797 -1.8506  -0.82
C -2.2673 1.5578 -0.7070  -0.37
C 2.3023 0.7696 1.7556  -0.31
C -1.7269 0.1710 -0.9501  0.68
C 1.7921 -1.7833 -1.3345  -0.67
C -0.6097 -1.6927 1.3015  -0.88
O 0.5435 -1.0825 -1.3417  -0.24
Si -0.2253 -0.4563 -0.0637  0.16
H -2.1730 3.4037 0.3076  0.21
H -1.2693 1.9742 1.1840  0.24
H 3.7121 2.4470 1.9663  0.20
H 2.5441 2.6076 0.5131  0.22
H -1.8810 -1.6151 -2.0650  0.33
H -3.1896 -0.4752 -2.5230  0.20
H -3.1454 1.8247 -1.2689  0.32
H 2.5426 0.2881 2.6716  0.28
H 1.9803 -2.0115 -2.3588  0.27
H 1.7724 -2.6987 -0.7102  0.29
H 2.5680 -1.1294 -0.8184  0.27
H 0.4205 -2.2124 1.4072  0.24
H -0.9063 -1.1290 2.1759  0.31
H -1.4523 -2.3387 0.9959  0.38

Summary:
Electronic energy in eV: -18442.604
LUMO (spin up / spin down) in eV: -0.1 / -0.3
Maximum force in eV Å⁻¹: 3.30
Charge: 0
Frontier orbital gap (spin up / spin down) in eV: 8.451 / 6.818
M in g/mol: 154.28



No. 6
The following is a quantum chemistry calculation of an isolated ion of composition C8H14P and charge +1 at a distorted geometry, from OMol25.

Last column: Mulliken charge in e.
CARTESIAN COORDINATES (ANGSTROEM)
C 3.0396 -0.3460 0.2341  -0.04
C 2.2826 -1.5647 0.1067  -0.39
C 2.5399 0.9258 0.2976  -1.06
C 0.9053 -1.4910 -0.0567  -0.45
C 1.1830 1.2504 0.8288  -0.44
C -2.5773 -0.7844 0.4767  -1.06
C -0.4119 0.7270 -1.8196  -1.10
C -1.4900 -0.0085 1.0626  -0.58
P 0.0558 0.1362 -0.1423  0.67
H 4.1031 -0.4344 0.2648  0.39
H 2.7642 -2.4690 0.1828  0.49
H 3.2590 1.6175 0.2904  0.58
H 0.3055 -2.3766 -0.2066  0.35
H 1.2274 0.9438 1.9492  0.36
H 0.7296 2.3151 0.6325  0.37
H -3.3569 -0.7257 1.2112  0.35
H -2.9258 -0.3935 -0.4756  0.34
H -2.2788 -1.8096 0.1531  0.31
H -1.3734 1.2563 -1.5530  0.38
H -0.8378 -0.0519 -2.4656  0.41
H 0.4693 1.1372 -2.3512  0.36
H -0.9585 -0.2572 2.0413  0.37
H -1.6074 1.0874 1.2756  0.42

Summary:
Electronic energy in eV: -17803.297
LUMO in eV: -4.2
Maximum force in eV Å⁻¹: 5.26
Charge: +1
Frontier orbital gap in eV: 8.685
M in g/mol: 141.17



No. 7
The following is a quantum chemistry calculation of C8H15AlBrF7IKMgNO6Si as an isolated structure at a distorted geometry, from OMol25.

Last column: Mulliken charge in e.
CARTESIAN COORDINATES (ANGSTROEM)
C 2.4992 0.0087 -0.5279  -1.11
C 2.2020 -0.2553 -2.0124  -0.43
C 1.4237 -1.5177 -2.2782  0.03
F 2.0455 -2.5751 -1.6150  -0.36
Si -0.3688 -1.5177 -1.6685  0.79
Br -0.4870 -2.2325 0.3685  -0.20
I -1.6601 -3.1482 -3.0375  -0.32
N -1.2104 0.0942 -1.8249  0.61
C -1.0681 0.9268 -0.6647  -0.03
O -0.2057 1.7132 -0.5178  -0.25
F -1.9674 0.7104 0.2375  -0.15
C -0.9063 0.7542 -3.0485  0.51
O -0.9052 0.1437 -4.0698  -0.70
F -0.6231 2.0531 -3.1727  -0.04
H 2.3495 1.0649 -0.3443  0.30
H 3.5226 -0.2202 -0.2776  0.37
H 1.8144 -0.4939 0.1402  0.23
H 1.7618 0.6229 -2.4736  0.20
H 3.1595 -0.3927 -2.5065  0.42
H 1.4122 -1.7952 -3.3296  0.34
Mg -1.7038 3.7267 -2.0223  -0.21
O -5.5368 2.5723 -0.0914  -0.97
H -4.5901 2.4022 0.0095  0.08
O 0.9496 0.8850 4.3052  -0.48
C 0.2330 1.8264 4.5976  0.07
C -1.4296 1.4452 3.6102  0.41
O -2.2095 2.3529 3.8169  -0.38
H 0.4313 2.8449 4.2029  0.25
H -0.2318 1.9303 5.5945  0.15
H -1.7164 0.4358 3.9657  0.21
H -1.1068 1.2966 2.5535  -0.23
C 3.8101 -3.6647 -4.8732  -0.56
O 3.5466 -2.2632 -4.9523  -0.46
H 3.8539 -3.9328 -3.8215  0.21
H 3.0151 -4.2393 -5.3557  0.27
H 4.7651 -3.9079 -5.3443  0.29
H 3.5087 -2.0319 -5.8832  0.27
K -2.8964 -0.7196 -3.9424  0.88
F -2.7738 -0.2060 6.1378  -0.41
Al -3.1043 1.0222 7.2532  0.60
F -4.6172 1.6686 6.9496  -0.39
F -1.9230 2.2269 7.1022  -0.42
F -3.0623 0.3858 8.8105  -0.39

Summary:
Electronic energy in eV: -155728.697
LUMO in eV: 0.0
Maximum force in eV Å⁻¹: 6.33
Charge: -1
Frontier orbital gap in eV: 3.061
M in g/mol: 679.47



No. 8
The following is a quantum chemistry calculation of C8H15AuClINO2P as an isolated structure at a distorted geometry, from OMol25.

Last column: Löwdin spin population.
CARTESIAN COORDINATES (ANGSTROEM)
C -3.2778 1.3176 -4.2226  0.01
C -2.4171 0.5420 -3.2761  0.02
H -4.1512 0.7319 -4.5164  0.00
H -2.7299 1.6017 -5.1318  0.00
H -3.6862 2.2362 -3.8157  0.00
O -2.0693 -0.6094 -3.4654  0.02
I -0.2095 3.5681 -3.4857  0.65
Au -1.2584 1.6272 -1.9768  0.06
P 1.1080 -0.3506 -1.9829  0.52
C 0.8371 -2.0848 -1.5067  0.08
C 1.5208 -0.3391 -3.7704  0.08
H 3.1070 0.8736 -1.3218  0.00
H 3.3978 -0.9064 -1.4157  0.02
H 2.4800 -0.2198 -0.0030  0.00
C 2.6953 -0.1212 -1.0870  0.06
H 1.8709 0.6661 -4.0217  0.00
H 2.2818 -1.0727 -4.0349  0.02
H 1.6269 -2.7419 -1.8950  0.02
H -0.1389 -2.4126 -1.9038  0.00
H 0.6022 -0.5437 -4.3244  0.00
H 0.8424 -2.1103 -0.3922  0.00
C -1.8345 0.1923 -0.7489  0.03
O -2.1108 -0.6154 0.0383  0.01
Cl 0.6279 2.7528 -0.9001  0.40
C 0.0005 -0.1847 3.7648  0.00
C 0.4345 -0.5468 2.4218  0.00
N 0.7934 -0.8952 1.3767  0.00
H -0.9819 0.3264 3.7007  0.00
H 0.8065 0.4084 4.2461  0.00
H -0.1676 -1.0899 4.3779  0.00

Summary:
Electronic energy in eV: -47709.029
LUMO (spin up / spin down) in eV: -9.2 / -10.4
<S²>: 2.008
2S+1: 3
Maximum force in eV Å⁻¹: 6.57
Charge: +2
Frontier orbital gap (spin up / spin down) in eV: 7.529 / 6.712
M in g/mol: 547.51



No. 9
The following is a quantum chemistry calculation of C8H15AuN3O3 as an isolated structure at a distorted geometry, from OMol25.

Last column: Mulliken charge in e.
CARTESIAN COORDINATES (ANGSTROEM)
Au 0.8725 0.8542 0.4361  0.61
O -0.8829 -0.0227 -1.1104  -0.59
C -1.7929 -0.8105 -0.7968  0.83
O 0.5182 -1.0699 1.0764  -0.73
C -0.4346 -1.8851 0.9474  0.66
O -0.3885 -3.0115 1.6269  -0.34
N -1.5751 -1.7891 0.1976  0.20
C -1.5863 -3.8011 1.3275  -0.37
C -2.4382 -2.9614 0.4245  -0.61
H -2.0827 -4.0197 2.2765  0.29
H -1.2677 -4.7255 0.8345  0.29
H -3.3710 -2.6592 0.9116  0.34
H -2.6713 -3.4655 -0.5172  0.39
C -3.1176 -0.8250 -1.3920  -0.30
C -3.3770 -0.1201 -2.5129  -0.73
H -3.8954 -1.4182 -0.8970  0.27
H -2.5819 0.3977 -3.0453  0.26
H -4.3919 -0.0773 -2.9064  0.28
N 1.3706 2.8887 -0.0316  -0.64
C 2.7776 3.3779 -0.2049  -0.48
C 3.6774 2.6228 0.7414  -0.55
N 3.3620 1.1845 0.6160  -0.53
H 0.7928 3.1354 -0.8319  0.33
H 0.9557 3.3556 0.7723  0.34
H 3.0635 3.1973 -1.2452  0.32
H 2.8015 4.4571 -0.0142  0.32
H 4.7353 2.8153 0.5104  0.33
H 3.4855 2.9353 1.7747  0.34
H 3.6305 0.8240 -0.2979  0.25
H 3.8118 0.6159 1.3299  0.22

Summary:
Electronic energy in eV: -22838.155
LUMO in eV: -3.3
Maximum force in eV Å⁻¹: 3.41
Charge: +1
Frontier orbital gap in eV: 7.469
M in g/mol: 398.19